Entry from OMol25: a molecular structure, C35H26AuN3O2P (ωB97M-V/def2-TZVPD).

Last column: natural (NBO) charge in e.
Atoms and positions in Å:
Au 0.53 0.53 -0.33  1.049
O -2.27 -2.40 2.48  -0.692
C -3.22 -2.52 1.54  0.437
C -4.06 -3.63 1.60  -0.303
C -5.04 -3.80 0.64  -0.156
C -5.21 -2.88 -0.39  -0.264
C -4.38 -1.78 -0.45  -0.136
C -3.38 -1.58 0.51  -0.286
C -2.44 -0.45 0.40  0.625
O -1.57 -0.24 1.28  -0.742
N -2.53 0.31 -0.72  -0.449
N -1.48 1.12 -0.83  -0.255
C -1.61 2.35 -1.18  0.006
C -0.44 3.20 -1.19  0.178
C -0.48 4.52 -1.62  -0.213
C 0.68 5.28 -1.56  -0.117
C 1.85 4.70 -1.09  -0.250
C 1.82 3.39 -0.67  0.072
N 0.70 2.66 -0.69  -0.530
H -1.80 -1.56 2.28  0.507
H -3.93 -4.34 2.40  0.227
H -5.69 -4.67 0.70  0.219
H -5.98 -3.02 -1.14  0.220
H -4.49 -1.05 -1.24  0.231
H -2.60 2.74 -1.37  0.227
H -1.40 4.93 -1.99  0.244
H 0.67 6.31 -1.89  0.241
H 2.77 5.26 -1.05  0.244
H 2.71 2.89 -0.32  0.220
C 6.38 1.69 -0.65  -0.168
C 6.12 1.73 0.71  -0.200
C 4.91 1.25 1.20  -0.179
C 3.96 0.74 0.32  -0.425
C 4.23 0.70 -1.05  -0.188
C 5.44 1.18 -1.53  -0.188
P 2.41 0.04 0.88  1.182
C 2.02 0.63 2.53  -0.446
C 2.12 1.98 2.85  -0.186
C 1.70 2.43 4.09  -0.202
C 1.17 1.54 5.01  -0.165
C 1.04 0.19 4.69  -0.197
C 1.47 -0.27 3.45  -0.111
C 2.46 -1.74 0.85  -0.407
C 3.43 -2.52 1.44  -0.149
C 3.33 -3.92 1.33  -0.217
C 2.30 -4.49 0.63  -0.152
C 1.31 -3.71 0.00  0.022
C 0.26 -4.27 -0.78  -0.182
C -0.62 -3.46 -1.42  -0.189
C -0.55 -2.05 -1.29  -0.239
C 0.42 -1.49 -0.51  -0.164
C 1.39 -2.30 0.12  -0.102
H 7.32 2.07 -1.03  0.233
H 6.86 2.12 1.40  0.234
H 4.72 1.26 2.27  0.234
H 3.49 0.30 -1.74  0.230
H 5.64 1.15 -2.59  0.233
H 2.54 2.69 2.14  0.215
H 1.79 3.48 4.34  0.230
H 0.83 1.89 5.98  0.232
H 0.62 -0.50 5.40  0.234
H 1.36 -1.31 3.20  0.228
H 4.25 -2.07 1.98  0.226
H 4.08 -4.54 1.80  0.233
H 2.24 -5.57 0.55  0.228
H 0.19 -5.34 -0.86  0.225
H -1.42 -3.88 -2.02  0.235
H -1.29 -1.44 -1.79  0.248

Computed properties:
* net charge: +1
* energy relative to the best compared isomer or geometry (same formula, charge and spin): 0.0 kcal per mole
* LUMO: -3.82 eV
* E_tot: -2140.940531 Eh
* HOMO energy: -0.369 Eh

Entry from OMol25: 3 unconnected molecules or ions with the total composition C35H26BNO10 (ωB97M-V/def2-TZVPD).

Last column: Mulliken charge in e.
Atoms and positions in Å:
C 1.36 -0.64 1.13  -0.667
N 1.70 0.39 0.15  0.275
C 3.07 0.31 -0.34  -0.943
B 0.65 0.65 -0.89  0.214
O 0.60 0.04 -2.17  -0.566
C -0.45 1.66 -0.25  0.953
C -1.71 1.29 0.28  0.275
C -2.50 -0.05 0.25  -0.654
O -2.07 -1.16 1.01  -0.341
O -1.73 -2.15 0.07  -0.190
C -2.05 2.58 1.08  0.085
O -2.45 2.45 2.23  -0.493
O -1.41 3.79 0.72  -0.344
C -0.48 3.22 -0.18  0.250
O -0.11 3.88 -1.13  -0.531
H 1.66 -1.69 0.80  0.236
H 1.85 -0.48 2.14  0.195
H 0.25 -0.67 1.33  0.157
H 3.37 -0.75 -0.65  0.266
H 3.22 1.06 -1.18  0.325
H 3.80 0.60 0.48  0.229
H 0.37 -0.90 -2.01  0.289
H -3.61 0.18 0.37  0.390
H -2.44 -0.35 -0.85  0.294
H -1.23 -2.82 0.57  0.298
C -2.86 -4.89 -8.14  -0.449
C -2.05 -3.86 -7.69  -0.519
C -1.84 -3.67 -6.33  -0.511
C -2.47 -4.51 -5.41  0.221
C -3.30 -5.54 -5.86  0.211
C -3.49 -5.73 -7.23  -0.593
C -4.01 -6.41 -4.90  0.557
O -4.73 -7.31 -5.29  -0.673
C -3.82 -6.17 -3.45  0.423
C -4.52 -6.95 -2.52  -0.654
C -4.35 -6.74 -1.16  -0.436
C -3.46 -5.76 -0.72  -0.420
C -2.77 -4.98 -1.63  -0.432
C -2.95 -5.18 -3.00  0.102
C -2.23 -4.32 -3.96  0.518
O -1.46 -3.46 -3.57  -0.690
H -3.01 -5.04 -9.21  0.397
H -1.57 -3.19 -8.41  0.401
H -1.21 -2.86 -5.99  0.476
H -4.12 -6.54 -7.59  0.463
H -5.21 -7.71 -2.87  0.472
H -4.90 -7.34 -0.45  0.393
H -3.32 -5.60 0.35  0.395
H -2.08 -4.22 -1.28  0.352
C -0.42 5.42 5.28  -0.547
C -0.46 4.12 4.80  -0.524
C 0.69 3.49 4.36  -0.609
C 1.91 4.18 4.37  0.328
C 1.95 5.50 4.82  0.303
C 0.79 6.12 5.29  -0.605
C 3.22 6.26 4.80  0.567
O 3.26 7.41 5.20  -0.671
C 4.44 5.60 4.27  0.211
C 5.63 6.33 4.19  -0.588
C 6.78 5.71 3.71  -0.451
C 6.75 4.38 3.32  -0.512
C 5.56 3.66 3.39  -0.496
C 4.40 4.27 3.86  0.228
C 3.14 3.50 3.91  0.504
O 3.11 2.34 3.56  -0.691
H -1.32 5.91 5.64  0.404
H -1.41 3.58 4.78  0.419
H 0.65 2.47 3.99  0.531
H 0.82 7.14 5.65  0.466
H 5.66 7.37 4.49  0.462
H 7.70 6.28 3.64  0.396
H 7.65 3.90 2.95  0.398
H 5.54 2.62 3.09  0.471

Computed properties:
* net charge: 0
* LUMO: -1.20 eV
* E_tot: -2181.272671 Eh
* HOMO energy: -0.332 Eh
* SMILES: CN(C)B(O)C1=C(COO)C(=O)OC1=O.O=C1c2ccccc2C(=O)c2ccccc21.O=C1c2ccccc2C(=O)c2ccccc21

Entry from OMol25: a molecular structure, C35H26BrN6O4SW (ωB97M-V/def2-TZVPD).

Last column: Mulliken charge in e.
Atoms and positions in Å:
W -0.53 -0.11 0.13  1.275
C -0.05 -4.63 0.86  -0.686
O -0.78 -4.39 2.06  -0.516
C -0.27 -3.45 2.92  -0.365
C -0.01 -3.82 4.21  -0.416
C 0.45 -2.88 5.15  -0.815
C 0.67 -1.58 4.75  -1.253
C 0.40 -1.18 3.43  1.221
C 0.60 0.19 3.09  -0.717
N 0.42 0.72 1.92  0.990
N 0.71 2.08 1.85  -1.393
C 0.73 2.45 0.60  0.728
O 0.55 1.57 -0.35  -0.856
C 0.95 3.85 0.24  0.323
C 1.03 4.84 1.22  -0.417
C 1.22 6.16 0.86  -0.699
C 1.34 6.51 -0.48  -0.398
C 1.26 5.53 -1.46  -0.772
C 1.06 4.21 -1.10  -0.286
C -0.09 -2.11 2.50  0.694
O -0.43 -1.81 1.27  0.767
H -0.37 -5.61 0.50  0.324
H -0.24 -3.87 0.11  0.094
H 1.03 -4.67 1.06  0.286
H -0.18 -4.85 4.50  0.512
H 0.65 -3.19 6.16  0.409
H 1.04 -0.85 5.46  0.441
H 0.94 0.87 3.87  0.441
H 0.93 4.55 2.26  0.419
H 1.28 6.92 1.63  0.402
H 1.49 7.54 -0.75  0.397
H 1.35 5.80 -2.50  0.413
H 1.00 3.44 -1.86  0.450
Br -6.28 -0.50 -4.69  -0.168
C -4.89 -0.06 -3.48  -0.222
C -5.07 1.00 -2.58  -0.408
C -4.08 1.34 -1.69  -0.639
C -2.87 0.61 -1.68  -0.087
O -1.94 0.91 -0.81  -0.732
C -2.69 -0.44 -2.58  0.187
C -1.48 -1.19 -2.58  0.424
N -0.47 -1.04 -1.77  0.654
C 0.70 -1.80 -2.13  0.820
C 0.88 -2.53 -3.28  -0.731
C 2.08 -3.22 -3.52  -1.034
C 3.13 -3.14 -2.64  -0.858
C 3.00 -2.34 -1.49  0.825
C 4.06 -2.12 -0.58  -0.818
C 3.87 -1.27 0.47  -1.196
C 2.61 -0.67 0.64  -0.069
N 1.59 -0.88 -0.16  0.576
C 1.78 -1.69 -1.23  -0.318
C -3.72 -0.77 -3.49  -0.978
H -6.00 1.56 -2.60  0.464
H -4.19 2.16 -1.00  0.562
H -1.42 -1.96 -3.33  0.174
H 0.13 -2.59 -4.05  0.475
H 2.17 -3.79 -4.43  0.418
H 4.06 -3.65 -2.84  0.461
H 5.01 -2.61 -0.74  0.483
H 4.65 -1.05 1.17  0.478
H 2.47 0.01 1.46  0.430
H -3.57 -1.57 -4.21  0.540
S -2.38 0.46 1.93  -0.717
C -3.27 -0.83 1.34  0.224
N -4.43 -1.25 1.92  0.003
C -5.12 -2.32 1.45  -0.323
C -4.64 -3.00 0.38  -1.074
C -3.45 -2.53 -0.19  0.075
N -2.80 -1.48 0.26  0.388
H -4.77 -0.75 2.73  0.311
H -6.03 -2.57 1.98  0.439
H -5.16 -3.85 -0.02  0.481
H -3.01 -3.03 -1.05  0.483

Computed properties:
* net charge: +1
* energy relative to the best compared isomer or geometry (same formula, charge and spin): 0.0 kcal per mole
* LUMO (alpha / beta): -3.59 / -3.59 eV
* E_tot: -5018.032790 Eh
* HOMO energy (alpha / beta): -0.340 / -0.340 Eh

Entry from OMol25: a molecular structure, C35H26F2N6O8Ti (ωB97M-V/def2-TZVPD).

Last column: Mulliken charge in e.
Atoms and positions in Å:
Ti 0.10 1.12 -0.24  -0.511
O -0.70 0.55 3.46  -0.700
C -0.99 0.81 2.31  -0.248
O -0.44 0.25 1.29  -0.183
C -2.11 1.80 2.00  1.066
C -3.07 2.08 2.95  -0.602
C -4.12 2.94 2.65  -0.630
C -4.25 3.52 1.39  -0.427
C -3.30 3.23 0.43  -0.396
C -2.17 2.40 0.71  0.533
O -1.25 2.27 -0.17  -0.202
N -3.43 3.75 -0.90  0.926
O -3.03 3.03 -1.81  -0.556
O -3.93 4.83 -1.05  -0.611
N -5.12 3.22 3.64  1.041
O -6.05 3.94 3.32  -0.636
O -4.98 2.72 4.73  -0.623
H -3.01 1.62 3.93  0.631
H -5.08 4.17 1.16  0.635
F -0.54 2.74 -5.42  -0.339
C 0.17 2.05 -4.51  0.242
C -0.30 1.92 -3.22  -0.677
C 0.43 1.21 -2.27  0.842
C 1.66 0.63 -2.66  -0.150
C 2.10 0.79 -3.97  0.611
F 3.29 0.28 -4.38  -0.342
C 1.37 1.49 -4.91  -0.874
C 2.39 -0.08 -1.60  0.220
C 3.55 -0.84 -1.78  -0.728
C 4.18 -1.41 -0.69  -0.681
C 3.64 -1.22 0.58  -1.029
C 2.46 -0.49 0.68  -0.437
N 1.85 0.05 -0.37  1.438
H -1.25 2.39 -2.96  0.641
H 1.74 1.60 -5.92  0.527
H 3.97 -0.99 -2.76  0.634
H 5.08 -1.99 -0.82  0.472
H 4.11 -1.63 1.46  0.522
H 1.98 -0.34 1.65  0.477
C 0.98 -6.69 -0.46  -1.095
C -0.01 -6.30 0.62  -0.861
N -0.34 -4.88 0.59  0.204
C 0.17 -4.04 1.65  -0.700
C 1.69 -3.90 1.60  -1.074
C -1.22 -4.49 -0.36  0.207
O -1.72 -5.27 -1.15  -0.641
C -1.60 -3.04 -0.46  0.484
C -2.96 -2.73 -0.50  -0.628
C -3.34 -1.43 -0.79  -1.375
C -2.35 -0.49 -1.05  -0.235
N -1.05 -0.78 -1.00  0.249
C -0.69 -2.03 -0.71  -0.429
H 1.20 -7.75 -0.39  0.384
H 1.91 -6.13 -0.37  0.268
H 0.55 -6.49 -1.44  0.321
H 0.37 -6.54 1.62  0.423
H -0.94 -6.86 0.46  0.430
H -0.12 -4.48 2.62  0.374
H -0.29 -3.06 1.59  0.362
H 2.17 -4.86 1.78  0.485
H 2.01 -3.21 2.38  0.426
H 2.01 -3.53 0.64  0.181
H -3.69 -3.51 -0.34  0.530
H -4.38 -1.16 -0.84  0.506
H -2.60 0.52 -1.35  0.569
H 0.38 -2.23 -0.71  0.648
N 4.33 6.86 1.85  -0.561
C 3.67 5.98 1.52  -0.056
C 2.87 4.89 1.11  0.492
C 2.48 3.93 2.03  -1.126
C 1.71 2.85 1.62  -0.141
C 1.32 2.69 0.29  1.270
C 1.70 3.69 -0.62  -0.391
C 2.47 4.77 -0.22  -1.110
H 2.77 4.03 3.07  0.494
H 1.41 2.12 2.37  0.342
H 1.39 3.62 -1.65  0.413
H 2.77 5.52 -0.94  0.484

Computed properties:
* net charge: 0
* energy relative to the best compared isomer or geometry (same formula, charge and spin): 18.0 kcal per mole
* LUMO: -1.32 eV
* E_tot: -3328.927344 Eh
* HOMO energy: -0.343 Eh

Entry from OMol25: a molecular structure, C35H27AgN5 (ωB97M-V/def2-TZVPD).

Last column: natural (NBO) charge in e.
Atoms and positions in Å:
Ag -0.14 0.11 0.49  0.791
C -2.57 -2.17 3.58  -0.269
C -2.33 -1.22 2.59  0.041
N -1.27 -0.44 2.57  -0.441
C -0.35 -0.56 3.54  0.184
C -0.53 -1.46 4.63  -0.090
C -1.68 -2.28 4.62  -0.159
C 0.42 -1.52 5.66  -0.284
C 1.55 -0.73 5.59  -0.187
C 1.77 0.12 4.51  -0.325
C 0.84 0.25 3.47  0.192
N 1.02 0.95 2.34  -0.647
C 1.80 2.03 2.17  0.201
C 2.18 2.93 3.18  -0.322
C 2.88 4.09 2.89  -0.178
C 3.24 4.42 1.60  -0.293
C 2.89 3.56 0.55  -0.090
C 3.23 3.82 -0.79  -0.157
C 2.89 2.91 -1.77  -0.272
C 2.18 1.77 -1.40  0.025
N 1.82 1.51 -0.16  -0.442
C 2.18 2.35 0.82  0.190
H -3.45 -2.79 3.53  0.207
H -3.04 -1.06 1.78  0.203
H -1.83 -2.97 5.43  0.200
H 0.26 -2.20 6.49  0.192
H 2.29 -0.79 6.37  0.196
H 2.71 0.66 4.45  0.210
H 1.86 2.74 4.20  0.211
H 3.15 4.76 3.71  0.197
H 3.77 5.34 1.39  0.192
H 3.75 4.74 -1.04  0.201
H 3.15 3.07 -2.80  0.206
H 1.87 1.05 -2.15  0.187
C -1.51 -3.05 -5.49  -0.259
C -1.88 -1.73 -5.25  -0.230
C -1.89 -1.23 -3.96  -0.161
C -1.56 -2.03 -2.86  -0.070
C -1.19 -3.36 -3.13  -0.225
C -1.17 -3.86 -4.42  -0.223
C -1.44 -1.53 -1.50  -0.356
C -1.72 -0.30 -1.01  -0.361
C -2.56 0.66 -1.68  0.026
C -2.12 1.96 -1.96  -0.255
C -2.94 2.90 -2.54  -0.212
C -4.25 2.58 -2.86  -0.284
C -4.73 1.32 -2.55  -0.201
C -3.92 0.38 -1.96  -0.279
H -1.48 -3.43 -6.50  0.197
H -2.15 -1.08 -6.07  0.200
H -2.15 -0.19 -3.80  0.215
H -0.92 -4.00 -2.31  0.203
H -0.89 -4.89 -4.60  0.196
H -0.99 -2.26 -0.83  0.192
H -1.10 2.22 -1.69  0.211
H -2.56 3.89 -2.74  0.197
H -4.90 3.31 -3.34  0.195
H -5.76 1.07 -2.77  0.194
H -4.31 -0.60 -1.71  0.206
N 3.01 -2.35 -1.38  -0.523
C 3.50 -2.44 -0.10  -0.128
C 2.47 -2.09 0.72  -0.077
N 1.37 -1.79 -0.03  -0.491
C 1.73 -1.94 -1.28  0.174
H 3.52 -2.53 -2.23  0.413
H 4.50 -2.75 0.10  0.207
H 2.44 -2.05 1.79  0.219
H 1.08 -1.80 -2.12  0.221

Computed properties:
* net charge: -1
* energy relative to the best compared isomer or geometry (same formula, charge and spin): 24.5 kcal per mole
* LUMO: 2.65 eV
* E_tot: -1770.720726 Eh
* HOMO energy: -0.120 Eh

Entry from OMol25: a molecular structure, C35H27AuCl3N2O2 (ωB97M-V/def2-TZVPD).

Last column: natural (NBO) charge in e.
Atoms and positions in Å:
Au 0.21 0.58 -0.42  1.287
O -1.37 1.69 -0.33  -0.749
C -2.42 1.37 -1.23  0.216
C -2.97 -0.02 -0.83  -0.468
C -2.15 -1.23 -1.19  0.270
C -2.74 -2.33 -1.80  -0.242
C -1.99 -3.47 -2.04  -0.110
C -0.67 -3.51 -1.63  -0.238
C -0.12 -2.40 -1.02  0.252
C 1.28 -2.38 -0.48  -0.479
C 2.26 -1.47 -1.25  0.149
O 2.00 -0.10 -0.97  -0.474
C 2.11 -1.71 -2.75  0.036
C 1.54 -0.77 -3.59  -0.248
C 1.33 -1.08 -4.93  -0.181
C 1.68 -2.32 -5.43  -0.202
C 2.26 -3.26 -4.58  -0.199
C 2.47 -2.96 -3.25  -0.243
C 3.68 -1.57 -0.72  0.058
C 4.78 -1.58 -1.58  -0.206
C 6.06 -1.65 -1.07  -0.200
C 6.27 -1.68 0.30  -0.156
C 5.18 -1.63 1.17  -0.213
C 3.90 -1.56 0.66  -0.202
N -0.86 -1.29 -0.84  -0.504
C -3.53 2.40 -1.03  -0.064
C -4.66 2.36 -1.83  -0.213
C -5.68 3.28 -1.67  -0.199
C -5.57 4.27 -0.70  -0.202
C -4.44 4.33 0.09  -0.215
C -3.42 3.40 -0.07  -0.151
C -1.89 1.43 -2.66  -0.065
C -0.90 2.36 -2.98  -0.218
C -0.44 2.47 -4.29  -0.202
C -0.96 1.65 -5.28  -0.217
C -1.94 0.73 -4.97  -0.218
C -2.40 0.62 -3.67  -0.170
H -3.08 0.01 0.26  0.261
H -3.97 -0.16 -1.23  0.239
H -3.78 -2.29 -2.08  0.237
H -2.43 -4.33 -2.53  0.239
H -0.06 -4.39 -1.77  0.239
H 1.25 -2.08 0.57  0.255
H 1.68 -3.40 -0.51  0.249
H 1.25 0.21 -3.23  0.229
H 0.88 -0.34 -5.58  0.227
H 1.52 -2.56 -6.47  0.226
H 2.55 -4.23 -4.96  0.226
H 2.93 -3.69 -2.60  0.221
H 4.63 -1.54 -2.65  0.232
H 6.91 -1.67 -1.74  0.230
H 7.27 -1.74 0.70  0.227
H 5.34 -1.64 2.24  0.226
H 3.06 -1.50 1.35  0.215
H -4.75 1.60 -2.61  0.208
H -6.56 3.23 -2.30  0.221
H -6.36 5.00 -0.58  0.222
H -4.34 5.10 0.84  0.219
H -2.54 3.45 0.56  0.223
H -0.51 3.02 -2.22  0.233
H 0.32 3.20 -4.52  0.225
H -0.60 1.75 -6.30  0.224
H -2.36 0.09 -5.74  0.222
H -3.18 -0.09 -3.45  0.198
Cl -0.07 1.60 5.33  0.101
C 0.72 0.07 4.94  -0.228
Cl 0.01 -1.26 5.86  0.102
Cl 2.46 0.17 5.22  0.090
C 0.51 -0.19 3.51  0.277
N 0.34 -0.39 2.39  -0.334

Computed properties:
* net charge: +1
* 2S+1: 3
* LUMO (alpha / beta): -2.64 / -6.18 eV
* E_tot: -3125.847805 Eh
* HOMO energy (alpha / beta): -0.409 / -0.409 Eh

What is the formula in the first record?
C35H26AuN3O2P